No. 1
A 2-piece molecular cluster, HO5PS overall at a distorted geometry, computed with wB97M-V/def2-TZVPD.

The LUMO energy (alpha / beta) is 5.757 / 5.761 eV. The HOMO-LUMO gap (alpha / beta) comes out at 5.644 / 5.674 eV. Its total energy is -30378.1432 eV. The energy above the lowest of the compared OMol25 structures with the same formula, charge and spin comes out at 39.2 kcal per mole.

```
! wB97M-V def2-TZVPD RIJCOSX def2/J DEFGRID3
* xyz -2 1
O -0.25 -1.26 2.61
O -0.51 0.49 0.88
O 1.82 -0.36 1.39
O 0.59 -3.07 -2.97
O 0.22 -2.03 0.23
P 0.50 -0.96 1.32
S 0.97 -1.78 -2.26
H -1.44 0.38 0.92
*
```


No. 2
A 2-piece molecular cluster, HPS overall at a distorted geometry, computed with wB97M-V/def2-TZVPD.

The LUMO energy (alpha / beta) is -1.816 / -1.820 eV. The HOMO-LUMO gap (alpha / beta) comes out at 6.762 / 6.732 eV. Its total energy is -20137.2800 eV. The energy above the lowest of the compared OMol25 structures with the same formula, charge and spin comes out at 26.1 kcal per mole.

```
! wB97M-V def2-TZVPD RIJCOSX def2/J DEFGRID3
* xyz 0 1
P -2.00 -0.58 0.44
S -1.88 -2.38 1.05
H 0.12 0.09 -0.05
*
```


No. 3
Hg6O20P5 as an isolated structure at a distorted geometry, computed with wB97M-V/def2-TZVPD.

The LUMO energy is 2.036 eV. The HOMO-LUMO gap comes out at 2.306 eV. Its total energy is -112440.3621 eV. The energy above the lowest of the compared OMol25 structures with the same formula, charge and spin comes out at 116.0 kcal per mole.

```
! wB97M-V def2-TZVPD RIJCOSX def2/J DEFGRID3
* xyz -3 1
Hg -0.92 -0.23 2.46
Hg -1.65 -3.24 -1.56
Hg 1.07 2.39 -0.06
Hg -1.11 1.28 -3.55
Hg -4.24 1.06 0.78
Hg 1.44 -1.42 0.07
P -3.13 1.07 4.13
O -3.26 2.46 4.66
O -3.28 0.69 2.70
O -3.90 0.16 5.06
O -1.58 0.99 4.37
P -0.18 -3.37 1.24
O 0.74 -3.58 0.05
O -1.55 -3.76 0.54
O 0.12 -1.95 1.88
O 0.19 -4.42 2.37
P -0.69 0.28 -0.57
O -1.85 0.61 0.31
O -0.65 -1.30 -0.99
O 0.20 0.46 0.62
O -0.15 1.34 -1.55
P 3.49 0.67 0.54
O 2.75 0.58 -0.87
O 3.05 -0.59 1.45
O 2.84 2.00 1.12
O 4.94 1.23 0.58
P 1.35 1.28 -5.19
O 0.40 0.24 -5.61
O 2.57 0.50 -4.66
O 0.82 2.32 -4.09
O 2.19 2.23 -6.24
*
```


No. 4
HgO4S as an isolated structure at a distorted geometry, computed with wB97M-V/def2-TZVPD.

The LUMO energy (alpha / beta) is -11.117 / -11.016 eV. The HOMO-LUMO gap (alpha / beta) comes out at 4.246 / 4.035 eV. Its total energy is -23184.4789 eV. The energy above the lowest of the compared OMol25 structures with the same formula, charge and spin comes out at 17.4 kcal per mole.

```
! wB97M-V def2-TZVPD RIJCOSX def2/J DEFGRID3
* xyz 1 2
Hg 1.59 -2.13 -1.13
S -0.34 0.38 0.23
O 0.44 -0.69 -0.34
O 0.52 1.48 0.44
O -1.37 0.83 -0.76
O -0.83 0.13 1.57
*
```


No. 5
I2O4V2 as an isolated structure at a distorted geometry, computed with wB97M-V/def2-TZVPD.

The LUMO energy is -5.731 eV. The HOMO-LUMO gap comes out at 1.457 eV. Its total energy is -75754.3322 eV. The energy above the lowest of the compared OMol25 structures with the same formula, charge and spin comes out at 253.9 kcal per mole.

```
! wB97M-V def2-TZVPD RIJCOSX def2/J DEFGRID3
* xyz 0 1
O 1.39 -6.20 0.18
V 2.51 -5.05 0.46
O 2.38 -3.63 0.00
O 0.61 1.75 0.91
V -0.41 2.38 -0.29
O 0.53 2.40 -1.77
I -1.45 7.64 1.17
I -5.56 0.72 -0.66
*
```


No. 6
ILi2 as an isolated structure at a distorted geometry, computed with wB97M-V/def2-TZVPD.

The LUMO energy (alpha / beta) is -8.522 / -13.593 eV. The HOMO-LUMO gap (alpha / beta) comes out at 12.244 / 6.812 eV. Its total energy is -8493.4444 eV. The energy above the lowest of the compared OMol25 structures with the same formula, charge and spin comes out at 0.0 kcal per mole.

```
! wB97M-V def2-TZVPD RIJCOSX def2/J DEFGRID3
* xyz 2 2
Li -7.55 0.81 13.31
Li -5.61 1.62 8.56
I -6.68 1.35 10.91
*
```


No. 7
IMn2 as an isolated structure, computed with wB97M-V/def2-TZVPD.

The LUMO energy (alpha / beta) is -16.038 / -15.682 eV. The HOMO-LUMO gap (alpha / beta) comes out at 8.087 / 8.584 eV. Its total energy is -70704.5210 eV. The energy above the lowest of the compared OMol25 structures with the same formula, charge and spin comes out at 6.1 kcal per mole.

```
! wB97M-V def2-TZVPD RIJCOSX def2/J DEFGRID3
* xyz 3 11
Mn 28.00 1.91 1.04
Mn 30.49 6.39 1.42
I 29.24 4.15 1.25
*
```


No. 8
One molecule with the formula INO2 at a distorted geometry, computed with wB97M-V/def2-TZVPD.

The LUMO energy is -1.212 eV. The HOMO-LUMO gap comes out at 9.018 eV. Its SMILES is O=NOI. Its total energy is -13681.9522 eV. The energy above the lowest of the compared OMol25 structures with the same formula, charge and spin comes out at 0.0 kcal per mole.

```
! wB97M-V def2-TZVPD RIJCOSX def2/J DEFGRID3
* xyz 0 1
O -1.34 -0.45 -1.06
N -0.66 0.27 -0.42
O 0.38 -0.43 0.19
I 1.62 0.61 1.29
*
```


No. 9
IO2V as an isolated structure at a distorted geometry, computed with wB97M-V/def2-TZVPD.

The LUMO energy is -2.704 eV. The HOMO-LUMO gap comes out at 6.044 eV. Its total energy is -37880.7216 eV. The energy above the lowest of the compared OMol25 structures with the same formula, charge and spin comes out at 50.5 kcal per mole.

```
! wB97M-V def2-TZVPD RIJCOSX def2/J DEFGRID3
* xyz 0 1
O 0.34 -0.25 -1.80
V -0.62 -0.25 -0.65
O -0.20 -1.11 0.67
I 0.48 1.62 1.78
*
```


No. 10
InN2O6 as an isolated structure at a distorted geometry, computed with wB97M-V/def2-TZVPD.

The LUMO energy is -10.872 eV. The HOMO-LUMO gap comes out at 3.943 eV. Its total energy is -20415.6284 eV. The energy above the lowest of the compared OMol25 structures with the same formula, charge and spin comes out at 35.4 kcal per mole.

```
! wB97M-V def2-TZVPD RIJCOSX def2/J DEFGRID3
* xyz 1 1
In 0.64 -1.56 -1.38
N -0.77 -0.94 0.98
O -0.66 -1.45 -0.09
O -1.87 -0.89 1.52
O 0.21 -0.42 1.45
N 0.65 1.33 -0.61
O 0.20 2.27 -1.24
O 1.00 1.41 0.58
O 0.59 0.24 -1.20
*
```


No. 11
LiNO3 as an isolated structure at a distorted geometry, computed with wB97M-V/def2-TZVPD.

The LUMO energy is -1.324 eV. The HOMO-LUMO gap comes out at 7.148 eV. Its total energy is -7833.0689 eV. The energy above the lowest of the compared OMol25 structures with the same formula, charge and spin comes out at 30.9 kcal per mole.

```
! wB97M-V def2-TZVPD RIJCOSX def2/J DEFGRID3
* xyz 0 1
Li 0.21 -0.38 -2.07
N -0.01 0.19 0.64
O 1.05 0.06 0.02
O -0.44 -0.24 1.67
O -0.81 0.36 -0.26
*
```


No. 12
One molecule with the formula N2O7S at a distorted geometry, computed with wB97M-V/def2-TZVPD.

The LUMO energy is -1.875 eV. The HOMO-LUMO gap comes out at 10.001 eV. Its SMILES is O=[N+]([O-])OS(=O)(=O)[N+](=O)[O-]. Its total energy is -28138.0830 eV. The energy above the lowest of the compared OMol25 structures with the same formula, charge and spin comes out at 24.1 kcal per mole.

```
! wB97M-V def2-TZVPD RIJCOSX def2/J DEFGRID3
* xyz 0 1
O 0.16 2.92 0.00
N -0.01 1.74 -0.02
O -0.63 1.09 -0.77
O 0.42 1.03 1.12
S -0.13 -0.57 0.86
O 0.46 -1.54 1.71
O -1.50 -0.49 1.05
N 0.27 -1.39 -0.87
O -0.64 -1.94 -1.32
O 1.39 -1.22 -1.23
*
```